ORCA calculation (the ωB97M-V functional and the def2-TZVPD basis) on C34H46N5PPtSSi2 as an isolated structure.

```
90
Properties=species:S:1:pos:R:3:mulliken_charge:R:1
Pt -0.266 -0.775 0.509 3.409
N 3.122 0.390 1.042 0.192
C 3.351 0.855 -0.221 0.301
C 4.681 1.012 -0.647 -0.645
C 4.987 1.537 -1.885 -0.740
C 3.967 1.925 -2.750 -0.771
C 2.651 1.753 -2.347 -0.587
C 2.307 1.199 -1.113 0.569
P 0.567 1.059 -0.538 1.252
C -0.395 1.822 -1.890 0.993
C -1.229 2.905 -1.620 -1.291
C -1.955 3.505 -2.639 -0.759
C -1.867 3.026 -3.937 -0.930
C -1.055 1.935 -4.213 -1.066
C -0.326 1.341 -3.194 -0.411
C 0.556 2.384 0.740 0.384
C 1.323 3.534 0.540 -0.509
C 1.300 4.565 1.464 -0.843
C 0.504 4.464 2.599 -0.639
C -0.265 3.329 2.800 -1.021
C -0.240 2.291 1.876 -0.833
H 3.866 0.394 1.714 0.224
H 2.203 0.151 1.374 -0.871
H 5.477 0.729 0.034 0.388
H 6.024 1.656 -2.173 0.372
H 4.189 2.366 -3.712 0.470
H 1.868 2.086 -3.012 0.452
H -1.324 3.275 -0.608 0.322
H -2.602 4.342 -2.410 0.425
H -2.433 3.495 -4.732 0.370
H -0.986 1.548 -5.222 0.446
H 0.317 0.501 -3.432 0.502
H 1.944 3.624 -0.343 0.405
H 1.905 5.448 1.301 0.453
H 0.485 5.269 3.322 0.389
H -0.893 3.244 3.677 0.502
H -0.854 1.416 2.044 0.757
C -1.770 -1.650 -2.349 -0.912
Si -2.886 -0.775 -1.099 0.568
C -3.919 -2.182 -0.423 -1.314
C -3.997 0.387 -2.062 -0.947
N -2.059 0.117 0.191 -0.929
C -2.881 0.004 1.334 0.138
C -4.045 0.750 1.479 -0.568
C -4.976 0.421 2.457 -0.937
C -4.738 -0.680 3.270 -0.770
C -3.550 -1.394 3.162 -0.515
C -2.556 -1.008 2.257 -0.029
N -1.288 -1.580 2.148 0.744
Si -0.395 -2.086 3.551 -0.103
C -1.277 -1.749 5.177 -1.341
C 0.031 -3.909 3.483 -1.027
C 1.210 -1.103 3.745 -0.911
H -1.255 -2.489 -1.874 0.294
H -1.045 -1.016 -2.856 0.035
H -2.426 -2.063 -3.123 0.517
H -4.352 -2.756 -1.247 0.455
H -4.733 -1.839 0.217 0.273
H -3.290 -2.854 0.167 0.273
H -4.498 -0.134 -2.881 0.383
H -3.411 1.204 -2.485 0.127
H -4.764 0.819 -1.418 0.334
H -4.232 1.564 0.788 0.528
H -5.888 0.996 2.556 0.413
H -5.475 -0.989 4.001 0.397
H -3.403 -2.264 3.785 0.535
H -2.020 -2.501 5.445 0.320
H -1.773 -0.778 5.179 0.366
H -0.520 -1.747 5.967 0.434
H -0.884 -4.505 3.481 0.290
H 0.635 -4.212 4.342 0.344
H 0.585 -4.152 2.575 0.257
H 1.036 -0.031 3.607 0.155
H 2.001 -1.417 3.064 0.287
H 1.581 -1.255 4.763 0.540
S 1.517 -2.357 0.652 -0.780
C 2.337 -2.275 -0.853 0.369
N 3.611 -2.677 -0.904 -0.079
C 4.432 -2.627 -2.106 -0.572
C 3.540 -2.746 -3.330 -0.920
C 2.427 -1.715 -3.240 -0.243
N 1.743 -1.868 -1.964 0.401
H 4.036 -2.884 -0.016 0.244
H 5.151 -3.445 -2.065 0.431
H 4.987 -1.684 -2.134 0.234
H 3.109 -3.748 -3.380 0.344
H 4.129 -2.585 -4.232 0.408
H 1.692 -1.860 -4.032 0.451
H 2.831 -0.702 -3.326 0.037
H 0.780 -1.571 -1.843 -0.690
```

Output
Electronic energy ... -3035.0125 a.u.
HOMO ... -6.3 eV
Maximum force ... 0.3 eV Å⁻¹
Multiplicity ... 1
Frontier orbital gap ... 6.5 eV